Computed, not measured: C3H2FNO in the gas phase, with ωB97M-V/def2-TZVPD.

Geometry as XYZ:
```
8
Properties=species:S:1:pos:R:3
C 0.61067 -0.54885 -0.29166
C -0.36072 -0.17641 -1.02396
C -0.44669 0.65214 1.04733
H -0.64706 -0.31099 -1.99824
H -0.35928 1.18933 1.98398
N -0.97206 0.73893 -0.10244
O 0.73687 -0.02493 1.01733
F 1.43826 -1.51922 -0.63234
```

Computed properties:
Energy: -345.30796 hartree
Gap between HOMO and LUMO: 0.4004 Eh
Multiplicity: 1
SMILES string: Fc1cnco1
LUMO energy: 0.034 hartree

Computed, not measured: C3H2FNO in the gas phase, with ωB97M-V/def2-TZVPD.

Geometry as XYZ:
```
8
Properties=species:S:1:pos:R:3
C 0.71392 0.65793 0.39314
C 0.58026 -0.77368 -0.38976
C 1.67730 1.45166 0.32138
N 1.28062 -1.72347 -0.10642
O 2.28484 -2.20919 0.28770
F 2.79964 1.68589 -0.29453
H -0.18654 0.55847 0.95020
H -0.12184 -0.78859 -1.22225
```

Computed properties:
Energy: -345.12454 hartree
Gap between HOMO and LUMO (spin up / spin down): 0.3296 / 0.3080 Eh
Multiplicity: 1
LUMO energy (spin up / spin down): -0.006 / -0.017 hartree

Computed, not measured: 2 unconnected molecules or ions with the total composition C3H2FNOS2, with ωB97M-V/def2-TZVPD.

Geometry as XYZ:
```
10
Properties=species:S:1:pos:R:3
C 1.29558 -1.19273 0.25020
C 1.54410 -0.16460 -0.34059
C -1.54691 0.00587 0.05841
N -0.73291 0.92710 0.27635
O 1.75402 0.92126 -0.85417
F -1.26951 2.25541 0.30470
S -3.10684 -0.66396 0.01714
S -1.13000 -1.61132 0.00647
H 1.36095 -2.21056 0.70841
H 1.83152 1.73353 -0.42693
```

Computed properties:
Energy: -1141.51680 hartree
Gap between HOMO and LUMO: 0.3094 Eh
Multiplicity: 1
SMILES string: FN=C1SS1.C#CO
LUMO energy: -0.023 hartree

Computed, not measured: a molecular structure, C3H2HgO2, with ωB97M-V/def2-TZVPD.

Geometry as XYZ:
```
8
Properties=species:S:1:pos:R:3
H 1.19319 -0.38214 0.86512
O -0.55373 -0.79522 -0.62961
O -0.34196 1.27029 -0.77233
C -0.70503 -0.25687 0.69921
C -0.99512 1.09797 0.45630
C 0.12542 0.10112 -1.28360
H -1.36352 -0.88317 1.30402
Hg 2.64074 -0.15196 -0.63911
```

Computed properties:
Energy: -419.12384 hartree
Gap between HOMO and LUMO (spin up / spin down): 0.2397 / 0.2395 Eh
Multiplicity: 1
LUMO energy (spin up / spin down): -0.091 / -0.091 hartree

Computed, not measured: a molecular structure, C3H2HoLiO3, with ωB97M-V/def2-TZVPD.

Geometry as XYZ:
```
10
Properties=species:S:1:pos:R:3
C 1.31525 -0.95332 -0.42781
C 0.19777 -0.09559 -0.25868
O -1.05448 -0.70106 -0.47869
C -2.17752 -0.17023 0.05785
O -2.01803 0.62170 1.01387
O 2.49699 -0.51265 -0.11074
Li -3.89844 0.38633 0.92625
H 0.23503 0.58034 0.60410
H 0.81665 -0.21321 -1.54381
Ho 4.08678 1.05769 0.21764
```

Computed properties:
Energy: -1295.99313 hartree
Gap between HOMO and LUMO (spin up / spin down): 0.1676 / 0.1629 Eh
Multiplicity: 5
Total charge: +2
LUMO energy (spin up / spin down): -0.359 / -0.360 hartree

Computed, not measured: a molecular structure, C3H2IN2, with ωB97M-V/def2-TZVPD.

Geometry as XYZ:
```
8
Properties=species:S:1:pos:R:3
C 0.16973 2.24323 0.05373
C 0.24583 0.39012 0.73529
C -0.74282 0.46467 -0.42082
N 0.78281 1.53961 0.97726
N -0.66269 2.05892 -0.79660
I -2.73643 -0.00254 0.07312
H 0.48465 -0.49530 1.31125
H -0.44409 -0.02362 -1.35573
```

Computed properties:
Energy: -522.27851 hartree
Gap between HOMO and LUMO: 0.2658 Eh
Multiplicity: 1
Total charge: +1
LUMO energy: -0.288 hartree

Computed, not measured: C3H2INO2 in the gas phase, with ωB97M-V/def2-TZVPD.

Geometry as XYZ:
```
9
Properties=species:S:1:pos:R:3
C 0.73410 -0.01195 0.26210
C -0.06462 0.81038 -0.42207
C 2.11593 0.55886 0.39343
N 0.37591 2.04875 -0.71492
O 3.03286 -0.06072 0.87311
O 2.16492 1.76598 -0.07255
I 0.62371 2.78285 -2.53563
H 0.48374 -0.95891 0.70670
H -1.07695 0.56804 -0.70514
```

Computed properties:
Energy: -618.31291 hartree
Gap between HOMO and LUMO (spin up / spin down): 0.2817 / 0.2816 Eh
Multiplicity: 1
LUMO energy (spin up / spin down): -0.075 / -0.075 hartree

Computed, not measured: a molecular structure, C3H2INO2, with ωB97M-V/def2-TZVPD.

Geometry as XYZ:
```
9
Properties=species:S:1:pos:R:3
C -1.47079 -0.61829 0.46361
C 1.62505 -0.32910 -0.13736
C 0.70411 0.09383 -0.97974
N -1.22624 0.41679 1.01642
O -1.63339 -1.64874 -0.02238
O 2.42498 -0.55732 0.69165
I 0.64673 2.14093 -0.98955
H 0.52603 -0.38818 -1.81436
H -1.59646 0.89007 1.77170
```

Computed properties:
Energy: -618.38797 hartree
Gap between HOMO and LUMO: 0.3127 Eh
Multiplicity: 1
LUMO energy: -0.010 hartree

Computed, not measured: a molecular structure, C3H2IrO3, with ωB97M-V/def2-TZVPD.

Geometry as XYZ:
```
9
Properties=species:S:1:pos:R:3
C -1.63061 -0.88636 0.24306
C -1.33152 0.32200 -0.08960
O -0.37424 0.99416 -0.43161
C 1.84288 -0.14642 -0.33965
O 1.63526 -1.28819 -0.09256
O 2.02067 0.98626 -0.05211
H -2.62322 -1.23169 0.51950
Ir 0.95853 2.73997 0.02243
H -0.49775 -1.48974 0.22053
```

Computed properties:
Energy: -444.47702 hartree
Gap between HOMO and LUMO (spin up / spin down): 0.2046 / 0.2116 Eh
Multiplicity: 6
Total charge: +2
LUMO energy (spin up / spin down): -0.452 / -0.527 hartree

Computed, not measured: a molecular structure, C3H2LiMgNaO3, with ωB97M-V/def2-TZVPD.

Geometry as XYZ:
```
11
Properties=species:S:1:pos:R:3
C 0.00997 0.21923 -0.27011
C 1.25530 0.29028 -0.64762
O -1.13811 0.24070 -0.01755
H 1.48705 0.53203 -1.68560
H 2.03145 -0.05925 0.05198
Mg -6.05503 -1.47301 -1.63114
Na -3.41978 -0.84646 0.50653
O 4.22300 1.16416 2.47932
C 4.31664 0.07355 1.95083
O 5.28112 -0.66907 1.66314
Li 5.44816 -2.09890 0.58271
```

Computed properties:
Energy: -710.89236 hartree
Gap between HOMO and LUMO (spin up / spin down): 0.1510 / 0.2545 Eh
Multiplicity: 2
Total charge: +1
LUMO energy (spin up / spin down): -0.157 / -0.157 hartree

Computed, not measured: a molecular structure, C3H2LiO2Rb, with ωB97M-V/def2-TZVPD.

Geometry as XYZ:
```
9
Properties=species:S:1:pos:R:3
C 0.12358 0.32778 -0.96437
Rb -1.58999 3.27172 -0.56371
O -1.27510 0.13470 -0.36669
C -0.60165 -0.70061 0.58130
H -0.79021 -1.77407 0.43102
H -0.91400 -0.43651 1.60436
Li 2.22173 -0.46976 -1.40261
O 2.02155 -0.32977 0.49322
C 0.80408 -0.02347 0.18747
```

Computed properties:
Energy: -297.46493 hartree
Gap between HOMO and LUMO: 0.1539 Eh
Multiplicity: 1
LUMO energy: -0.035 hartree

Computed, not measured: a molecular structure, C3H2LuO2, with ωB97M-V/def2-TZVPD.

Geometry as XYZ:
```
8
Properties=species:S:1:pos:R:3
O 1.04564 -0.35722 0.11569
C -0.01609 -1.22148 -0.03877
C -1.11890 -0.47282 -0.04144
O -0.70809 0.83407 0.11222
C 0.60413 0.89085 0.22227
Lu 2.19576 3.29371 -0.26267
H 0.17972 -2.28724 -0.04424
H -2.18218 -0.67987 -0.06306
```

Computed properties:
Energy: -1501.11217 hartree
Gap between HOMO and LUMO: 0.2693 Eh
Multiplicity: 1
Total charge: +1
LUMO energy: -0.159 hartree

Q: Look up the energy of the eleventh one.
A: -297.46493 hartree